(1)
{
  "formula": "C4H10N2O2",
  "method": "ωB97M-V/def2-TZVPD",
  "elements": ["C", "C", "C", "N", "C", "N", "H", "H", "H", "H", "H", "H", "O", "H", "H", "O", "H", "H"],
  "coordinates": [[0.745, 0.175, 2.962], [0.299, 0.086, 1.556], [-0.924, 0.182, 0.977], [-0.690, 0.270, -0.392], [0.636, 0.067, -0.537], [1.276, -0.103, 0.586], [1.514, -0.564, 3.135], [1.261, 1.096, 3.245], [0.042, -0.015, 3.773], [-1.816, 0.630, 1.376], [-1.393, 0.394, -1.112], [1.013, 0.126, -1.549], [-2.292, 1.723, -2.208], [-2.976, 2.376, -1.985], [-1.695, 2.398, -2.571], [1.456, -2.388, -1.852], [0.902, -2.925, -1.280], [1.552, -1.536, -1.399]],
  "total_charge": 0,
  "homo_lumo_gap_ev": 8.96,
  "largest_force_ha_per_bohr": 0.0346,
  "smiles": "Cc1c[nH]cn1.O.O",
  "e_tot_ha": -418.390900,
  "mol_weight_g_mol": 118.14,
  "relative_energy_kj_mol": 184.0,
  "multiplicity": 1,
  "lumo_energy_ev": 0.3,
  "homo_ha": -0.31957
}

***

(2)
{
  "formula": "CH3ClN2O2",
  "method": "ωB97M-V/def2-TZVPD",
  "elements": ["C", "N", "N", "O", "O", "Cl", "H", "H", "H"],
  "coordinates": [[-0.823, -0.161, -0.131], [1.524, 1.027, -1.424], [0.633, 1.212, -0.543], [2.430, 1.763, -1.698], [0.486, 2.258, 0.100], [-0.255, -1.788, -0.432], [-1.097, 0.129, 0.871], [-1.479, 0.292, -0.876], [1.365, 0.272, -2.085]],
  "total_charge": 0,
  "homo_lumo_gap_ev": [7.69, 7.69],
  "largest_force_ha_per_bohr": 0.0747,
  "e_tot_ha": -759.850626,
  "mol_weight_g_mol": 110.50,
  "relative_energy_kj_mol": 422.2,
  "multiplicity": 1,
  "lumo_energy_ev": [-0.8, -0.7],
  "homo_ha": [-0.31017, -0.31019]
}

***

(3)
{
  "formula": "C25H20BBr3F2N6O2Ti",
  "method": "ωB97M-V/def2-TZVPD",
  "elements": ["Ti", "Br", "C", "C", "C", "C", "C", "C", "N", "C", "C", "C", "C", "C", "C", "N", "H", "H", "H", "H", "H", "H", "H", "H", "H", "Br", "C", "C", "C", "Br", "C", "C", "C", "C", "N", "C", "C", "O", "H", "H", "H", "H", "C", "N", "C", "C", "O", "N", "C", "N", "H", "H", "H", "H", "H", "H", "H", "F", "B", "F"],
  "coordinates": [[0.047, -0.879, -0.006], [-1.130, 5.911, -1.662], [-1.352, 4.176, -0.919], [-0.347, 3.631, -0.137], [-0.495, 2.348, 0.359], [-1.627, 1.576, 0.059], [-2.651, 2.172, -0.689], [-2.514, 3.463, -1.173], [-1.628, 0.233, 0.405], [-2.792, -0.435, 0.631], [-2.668, -1.791, 0.745], [-3.748, -2.690, 1.030], [-3.504, -3.996, 1.265], [-2.151, -4.460, 1.221], [-1.167, -3.604, 0.858], [-1.374, -2.282, 0.554], [0.545, 4.203, 0.082], [0.286, 1.919, 0.978], [-3.528, 1.595, -0.948], [-3.300, 3.906, -1.770], [-3.741, 0.081, 0.708], [-4.750, -2.282, 1.064], [-4.309, -4.684, 1.483], [-1.908, -5.492, 1.431], [-0.145, -3.948, 0.775], [5.013, 0.532, -0.526], [4.125, -0.045, 1.041], [4.844, -0.134, 2.245], [4.233, -0.526, 3.401], [5.244, -0.623, 4.999], [2.853, -0.847, 3.413], [2.091, -1.222, 4.536], [0.749, -1.466, 4.394], [0.150, -1.353, 3.136], [0.840, -1.018, 2.065], [2.166, -0.763, 2.186], [2.788, -0.367, 0.970], [2.031, -0.296, -0.097], [5.894, 0.120, 2.241], [2.574, -1.306, 5.500], [0.142, -1.747, 5.243], [-0.907, -1.540, 2.990], [0.564, 2.827, -4.355], [0.071, 1.685, -3.621], [-1.255, 1.133, -3.772], [-1.279, 0.096, -2.651], [-2.182, -0.665, -2.414], [-0.095, 0.193, -1.946], [0.663, 1.119, -2.557], [1.869, 1.465, -2.139], [0.040, 2.883, -5.306], [1.626, 2.712, -4.578], [0.405, 3.762, -3.810], [-1.405, 0.665, -4.746], [-2.033, 1.880, -3.597], [2.279, 0.892, -1.399], [2.434, 2.108, -2.663], [1.602, -3.578, -0.671], [0.888, -2.592, -1.258], [0.929, -2.653, -2.595]],
  "total_charge": 0,
  "homo_lumo_gap_ev": 4.97,
  "largest_force_ha_per_bohr": 0.0125,
  "e_tot_ha": -10240.044272,
  "mol_weight_g_mol": 772.86,
  "relative_energy_kj_mol": 0.0,
  "multiplicity": 1,
  "lumo_energy_ev": -0.8,
  "homo_ha": -0.21237
}

***

(4)
{
  "formula": "C8H9IN2O",
  "method": "ωB97M-V/def2-TZVPD",
  "elements": ["C", "N", "C", "C", "C", "C", "C", "O", "N", "C", "C", "I", "H", "H", "H", "H", "H", "H", "H", "H", "H"],
  "coordinates": [[0.757, -0.067, 3.485], [0.938, 0.071, 2.076], [-0.055, -0.500, 1.275], [-0.329, -0.356, -0.076], [-1.577, -1.004, -0.533], [-1.931, -1.076, -1.835], [-1.097, -0.411, -2.823], [-1.349, -0.289, -4.003], [0.005, 0.243, -2.337], [0.482, 0.327, -0.986], [1.653, 1.137, -0.726], [1.078, 3.096, -0.054], [0.993, -1.178, 3.826], [1.522, 0.640, 3.816], [-0.387, 0.154, 3.665], [-0.822, -0.892, 1.887], [-2.186, -1.553, 0.154], [-2.902, -1.392, -2.142], [0.542, 0.838, -2.951], [2.294, 1.523, -1.689], [2.371, 0.690, -0.029]],
  "total_charge": 0,
  "homo_lumo_gap_ev": 7.49,
  "largest_force_ha_per_bohr": 0.1569,
  "smiles": "C/N=C/c1ccc(=O)[nH]c1CI",
  "e_tot_ha": -792.619073,
  "mol_weight_g_mol": 276.08,
  "relative_energy_kj_mol": 0.0,
  "multiplicity": 1,
  "lumo_energy_ev": -0.8,
  "homo_ha": -0.30540
}

***

(5)
{
  "formula": "C35H57N10PS2Sn",
  "method": "ωB97M-V/def2-TZVPD",
  "elements": ["Sn", "C", "C", "N", "C", "C", "S", "C", "C", "N", "H", "H", "H", "H", "H", "H", "H", "H", "H", "H", "H", "H", "H", "H", "N", "C", "S", "N", "N", "C", "C", "C", "C", "C", "C", "C", "C", "C", "C", "C", "C", "N", "H", "H", "H", "H", "H", "H", "H", "H", "H", "H", "H", "C", "H", "H", "N", "P", "N", "C", "C", "C", "C", "C", "N", "C", "C", "C", "C", "C", "N", "C", "C", "C", "C", "C", "H", "H", "H", "H", "H", "H", "H", "H", "H", "H", "H", "H", "H", "H", "H", "H", "H", "H", "H", "H", "H", "H", "H", "H", "H", "H", "H", "H", "H", "H"],
  "coordinates": [[-1.597, -0.961, 0.888], [-4.626, -1.754, 1.430], [-3.953, -3.072, 0.994], [-3.249, -2.977, -0.263], [-3.969, -3.301, -1.461], [-5.125, -2.366, -1.778], [-4.629, -0.635, -2.095], [-5.470, 0.238, -0.744], [-4.635, 0.477, 0.535], [-3.876, -0.595, 1.060], [-5.649, -1.711, 1.032], [-4.743, -1.829, 2.530], [-3.207, -3.297, 1.754], [-4.693, -3.896, 0.989], [-2.420, -3.558, -0.228], [-3.261, -3.245, -2.292], [-4.392, -4.336, -1.423], [-5.624, -2.717, -2.689], [-5.841, -2.351, -0.960], [-5.759, 1.204, -1.163], [-6.384, -0.323, -0.540], [-3.925, 1.276, 0.315], [-5.380, 0.865, 1.269], [-3.284, 0.612, 2.589], [-1.531, 3.167, 4.468], [-1.699, 2.038, 3.613], [-3.437, 1.524, 3.557], [-0.681, 1.578, 3.042], [-0.506, 0.528, 2.252], [1.693, -0.545, 2.740], [2.568, -0.053, 3.763], [2.719, -0.747, 4.987], [3.655, -0.388, 5.928], [4.476, 0.716, 5.726], [4.283, 1.475, 4.579], [3.353, 1.112, 3.630], [1.606, -1.903, 2.462], [2.551, -2.878, 2.949], [2.478, -4.178, 2.562], [1.477, -4.585, 1.659], [0.641, -3.594, 1.190], [0.683, -2.327, 1.542], [-2.023, 3.979, 4.097], [-0.536, 3.369, 4.487], [2.061, -1.583, 5.177], [3.752, -0.962, 6.846], [5.243, 0.983, 6.445], [4.889, 2.363, 4.424], [3.263, 1.720, 2.739], [3.364, -2.542, 3.578], [3.214, -4.892, 2.924], [1.389, -5.617, 1.342], [-0.136, -3.831, 0.459], [0.901, 0.423, 1.902], [0.933, 0.114, 0.853], [1.340, 1.425, 1.974], [-1.021, -0.005, -0.989], [0.275, 0.619, -1.504], [0.683, 2.169, -0.929], [-0.468, 2.840, -0.345], [-0.057, 3.944, 0.611], [0.756, 5.000, -0.139], [1.745, 4.341, -1.115], [1.936, 2.857, -0.794], [1.759, -0.241, -1.665], [2.948, -0.130, -0.833], [3.486, -1.494, -0.411], [3.773, -2.352, -1.639], [2.547, -2.392, -2.568], [1.378, -1.605, -1.983], [0.089, 0.888, -3.199], [1.111, 1.565, -3.957], [0.801, 1.472, -5.462], [-0.105, 0.275, -5.727], [-1.456, 0.499, -5.041], [-1.235, 1.178, -3.677], [-1.081, 2.090, 0.162], [-1.084, 3.282, -1.145], [0.519, 3.520, 1.433], [-0.956, 4.389, 1.040], [1.284, 5.637, 0.574], [0.074, 5.641, -0.705], [2.715, 4.845, -1.088], [1.364, 4.414, -2.136], [2.353, 2.766, 0.221], [2.654, 2.414, -1.486], [2.753, 0.461, 0.064], [3.733, 0.388, -1.419], [2.762, -1.985, 0.236], [4.398, -1.352, 0.174], [4.054, -3.357, -1.314], [4.628, -1.928, -2.176], [2.223, -3.423, -2.722], [2.807, -1.970, -3.543], [0.974, -2.123, -1.104], [0.561, -1.531, -2.707], [2.070, 1.091, -3.726], [1.193, 2.634, -3.685], [1.728, 1.398, -6.039], [0.285, 2.379, -5.790], [0.367, -0.616, -5.313], [-0.239, 0.124, -6.804], [-1.964, -0.454, -4.907], [-2.095, 1.129, -5.665], [-1.932, 0.805, -2.924], [-1.383, 2.267, -3.786]],
  "total_charge": -2,
  "homo_lumo_gap_ev": 4.56,
  "largest_force_ha_per_bohr": 0.0243,
  "e_tot_ha": -3267.393619,
  "mol_weight_g_mol": 831.73,
  "relative_energy_kj_mol": 198.9,
  "multiplicity": 1,
  "lumo_energy_ev": 4.3,
  "homo_ha": -0.00847
}

***

What did the fourth record say?
{
  "formula": "C8H9IN2O",
  "method": "ωB97M-V/def2-TZVPD",
  "elements": ["C", "N", "C", "C", "C", "C", "C", "O", "N", "C", "C", "I", "H", "H", "H", "H", "H", "H", "H", "H", "H"],
  "coordinates": [[0.757, -0.067, 3.485], [0.938, 0.071, 2.076], [-0.055, -0.500, 1.275], [-0.329, -0.356, -0.076], [-1.577, -1.004, -0.533], [-1.931, -1.076, -1.835], [-1.097, -0.411, -2.823], [-1.349, -0.289, -4.003], [0.005, 0.243, -2.337], [0.482, 0.327, -0.986], [1.653, 1.137, -0.726], [1.078, 3.096, -0.054], [0.993, -1.178, 3.826], [1.522, 0.640, 3.816], [-0.387, 0.154, 3.665], [-0.822, -0.892, 1.887], [-2.186, -1.553, 0.154], [-2.902, -1.392, -2.142], [0.542, 0.838, -2.951], [2.294, 1.523, -1.689], [2.371, 0.690, -0.029]],
  "total_charge": 0,
  "homo_lumo_gap_ev": 7.49,
  "largest_force_ha_per_bohr": 0.1569,
  "smiles": "C/N=C/c1ccc(=O)[nH]c1CI",
  "e_tot_ha": -792.619073,
  "mol_weight_g_mol": 276.08,
  "relative_energy_kj_mol": 0.0,
  "multiplicity": 1,
  "lumo_energy_ev": -0.8,
  "homo_ha": -0.30540
}